[1]
ORCA calculation (the ωB97M-V functional and the def2-TZVPD basis) on a 2-piece molecular cluster, C2H4FNO2 overall.

Results
ΔE to the lowest compared entry with this formula, charge and spin	48.79	kcal/mol
LUMO energy	0.7	eV
frontier orbital gap	10.64	eV
net charge	0
spin multiplicity	1
SMILES	O=C1O[C@H]1F.N
E	-383.64171	Ha

Structure (XYZ):
```
10
Properties=species:S:1:pos:R:3:forces:R:3
O 4.062 0.827 -1.158 0.282 1.379 -0.315
C 3.504 0.458 -0.197 -0.292 -3.764 -0.260
O 2.657 0.702 0.757 -0.474 1.048 1.354
C 3.054 -0.717 0.632 0.401 0.289 -0.840
F 1.987 -1.480 0.244 1.034 0.493 0.310
H 3.678 -1.188 1.417 -0.894 0.526 -0.220
N -0.511 0.291 -0.819 -0.392 0.395 1.056
H -1.190 0.789 -0.184 1.212 -0.119 -1.279
H 0.281 0.890 -1.130 -1.071 -0.366 0.676
H -0.138 -0.417 -0.186 0.196 0.117 -0.481
```
Forces are in eV/Å.

In elementary charge units, the Mulliken charges are:
1 O -0.43
2 C 0.56
3 O -0.29
4 C 0.06
5 F -0.22
6 H 0.30
7 N -0.69
8 H 0.24
9 H 0.23
10 H 0.24


[2]
ORCA calculation (the ωB97M-V functional and the def2-TZVPD basis) on an isolated ion of composition C2H5N4O and charge +1.

Results
ΔE to the lowest compared entry with this formula, charge and spin	170.84	kcal/mol
LUMO energy	-5.3	eV
frontier orbital gap	9.41	eV
net charge	+1
spin multiplicity	1
SMILES	[H]/N=C(N)/C=[N+]1\NO1
E	-372.96253	Ha

Structure (XYZ):
```
12
Properties=species:S:1:pos:R:3:forces:R:3
H 0.030 -1.587 1.701 0.397 1.731 -1.366
N 0.201 -0.721 1.076 0.365 -3.003 5.082
C -0.529 -0.611 0.088 0.615 -0.537 -2.461
N -1.265 -1.443 -0.669 -2.299 -1.183 -0.362
C -0.109 0.555 -0.676 -1.527 0.846 -1.541
N 0.714 1.307 -0.113 -0.436 -1.831 -1.777
N 1.293 1.463 1.026 3.015 0.855 3.499
O 1.395 2.398 -0.215 0.765 2.174 -0.448
H -1.683 -1.042 -1.518 0.144 -0.464 0.745
H -1.800 -2.262 -0.300 0.975 1.145 -0.258
H -0.595 0.793 -1.625 0.729 0.466 0.177
H 2.348 1.151 1.225 -2.743 -0.198 -1.291
```
Forces are in eV/Å.

In elementary charge units, the Mulliken charges are:
1 H 0.29
2 N -0.52
3 C 0.61
4 N -0.41
5 C -0.22
6 N 0.88
7 N -0.46
8 O -0.34
9 H 0.21
10 H 0.28
11 H 0.32
12 H 0.36


[3]
ORCA calculation (the ωB97M-V functional and the def2-TZVPD basis) on C20H17IIrN3OS3 as an isolated structure.

Results
ΔE to the lowest compared entry with this formula, charge and spin	4.38	kcal/mol
LUMO energy (alpha / beta)	-3.3 / -6.2	eV
frontier orbital gap (alpha / beta)	7.11 / 4.73	eV
net charge	+1
spin multiplicity	6
E	-2608.04200	Ha

Structure (XYZ):
```
46
Properties=species:S:1:pos:R:3:forces:R:3
Ir -0.269 -0.010 0.054 0.775 -0.119 0.273
N -0.001 -0.952 2.378 -0.367 -0.035 -0.387
C 1.034 -0.425 3.176 0.914 0.282 0.367
C 0.775 0.092 4.441 -0.033 -0.144 -0.246
C 1.814 0.508 5.253 0.239 -0.084 -0.040
C 3.128 0.379 4.818 -0.166 0.079 0.140
C 3.390 -0.068 3.538 -0.299 -0.042 -0.056
C 2.350 -0.427 2.673 -0.584 -0.014 0.596
C 2.651 -0.596 1.249 0.320 -0.242 -0.321
C 3.882 -1.161 0.885 -0.493 0.112 0.274
C 4.390 -1.003 -0.385 -0.030 0.121 -0.345
C 3.699 -0.223 -1.304 0.002 0.151 0.014
C 2.456 0.289 -0.974 0.211 0.001 -0.395
C 1.852 0.023 0.259 -1.231 -0.048 -0.030
H -0.894 -0.956 2.860 0.060 -0.131 -0.095
H 0.226 -1.887 2.045 -0.170 0.115 0.139
H -0.243 0.157 4.795 -0.149 -0.081 0.061
H 1.605 0.900 6.235 -0.040 0.046 0.082
H 3.944 0.668 5.462 0.063 0.023 0.069
H 4.410 -0.097 3.187 0.033 0.080 -0.091
H 4.430 -1.722 1.628 0.117 0.027 0.054
H 5.342 -1.436 -0.649 0.086 -0.098 -0.027
H 4.113 -0.018 -2.279 0.093 0.001 -0.064
H 1.945 0.892 -1.714 -0.111 -0.070 -0.054
S -3.714 -3.190 0.294 0.252 0.134 0.012
C -2.737 -1.951 0.206 -1.036 -1.016 0.094
N -2.065 -0.982 0.117 1.423 1.282 -0.105
C -4.197 1.980 0.109 -0.636 -0.729 0.591
O -3.285 2.793 -0.616 1.034 0.480 -0.287
C -2.043 2.901 -0.226 -0.448 0.098 -0.123
S -0.983 3.934 -1.003 -0.074 -0.231 0.504
S -1.308 2.122 1.104 0.099 0.251 -0.371
H -5.110 1.960 -0.480 0.113 0.052 0.016
H -4.398 2.411 1.091 0.062 0.055 -0.097
H -3.808 0.967 0.229 0.025 0.101 -0.068
I 0.463 -2.587 -1.736 -0.114 0.165 -0.410
C -0.005 -0.960 -3.025 0.115 -0.491 0.404
C 0.138 -1.124 -4.388 0.025 0.016 -0.008
C -0.174 -0.048 -5.203 0.012 0.026 0.187
C -0.604 1.132 -4.616 -0.054 -0.138 0.064
C -0.725 1.184 -3.236 -0.080 0.318 -0.395
N -0.423 0.155 -2.448 0.029 -0.236 0.289
H 0.493 -2.060 -4.786 -0.005 -0.093 -0.079
H -0.080 -0.140 -6.273 0.023 0.033 -0.113
H -0.854 1.993 -5.213 -0.038 0.085 -0.019
H -1.067 2.088 -2.751 0.032 -0.093 -0.004
```
Forces are in eV/Å.

In elementary charge units, the Mulliken charges are:
1 Ir 0.83
2 N -0.42
3 C 0.59
4 C -0.57
5 C -0.72
6 C -0.72
7 C -0.93
8 C 0.75
9 C 0.36
10 C -0.61
11 C -0.80
12 C -0.57
13 C -0.50
14 C 0.33
15 H 0.24
16 H 0.35
17 H 0.33
18 H 0.41
19 H 0.40
20 H 0.46
21 H 0.57
22 H 0.43
23 H 0.44
24 H 0.47
25 S -0.31
26 C 0.59
27 N -0.72
28 C -0.52
29 O -0.34
30 C 0.48
31 S -0.02
32 S -0.16
33 H 0.26
34 H 0.36
35 H 0.15
36 I 0.21
37 C 0.27
38 C -0.63
39 C -0.34
40 C -0.82
41 C 0.17
42 N 0.01
43 H 0.42
44 H 0.43
45 H 0.45
46 H -0.07


[4]
ORCA calculation (the ωB97M-V functional and the def2-TZVPD basis) on one molecule with the formula C3H6OS.

Results
ΔE to the lowest compared entry with this formula, charge and spin	46.22	kcal/mol
LUMO energy	-0.6	eV
frontier orbital gap	8.30	eV
net charge	0
spin multiplicity	1
SMILES	COCC=S
E	-591.25935	Ha

Structure (XYZ):
```
11
Properties=species:S:1:pos:R:3:forces:R:3
C -1.585 -1.623 -0.319 1.110 1.182 -0.263
O -0.187 -1.506 -0.030 0.267 0.540 -0.092
C 0.373 -0.583 0.925 0.815 -0.175 -1.859
C 0.090 0.887 0.639 0.458 -0.547 -0.945
S 0.824 1.571 -0.624 -0.391 0.274 0.441
H -2.153 -1.911 0.511 -0.685 -0.884 1.566
H -1.598 -2.377 -1.080 -0.316 -0.314 -0.386
H -2.104 -0.718 -0.660 0.612 0.200 -0.347
H 0.040 -0.824 1.886 -0.501 -0.522 1.753
H 1.494 -0.755 0.828 -1.472 0.217 0.235
H -0.635 1.406 1.268 0.103 0.030 -0.102
```
Forces are in eV/Å.

In elementary charge units, the Mulliken charges are:
1 C -0.68
2 O -0.30
3 C -0.36
4 C -0.20
5 S -0.17
6 H 0.33
7 H 0.24
8 H 0.28
9 H 0.31
10 H 0.24
11 H 0.31


[5]
ORCA calculation (the ωB97M-V functional and the def2-TZVPD basis) on an isolated ion of composition C7H8NO2 and charge -1.

Results
ΔE to the lowest compared entry with this formula, charge and spin	45.68	kcal/mol
LUMO energy	3.8	eV
frontier orbital gap	6.24	eV
net charge	-1
spin multiplicity	1
E	-476.68784	Ha

Structure (XYZ):
```
18
Properties=species:S:1:pos:R:3:forces:R:3
C -3.003 -0.039 0.117 -2.095 -1.488 -0.036
C -2.591 -1.301 0.133 2.195 -1.263 1.369
C -0.195 -0.211 -0.609 -3.332 0.073 -0.419
C -2.116 1.093 -0.236 -1.199 0.870 0.182
C 2.069 -0.132 -1.216 -0.053 2.177 0.416
C 1.491 0.305 1.265 1.823 1.256 1.598
C 1.079 -0.443 0.025 4.252 -0.077 -1.352
N -0.822 0.880 -0.273 2.786 -1.392 0.564
O -2.188 -2.375 0.448 -1.438 1.553 -0.920
O -2.584 2.223 -0.275 -0.996 0.876 -0.307
H -4.124 0.008 0.333 1.714 0.504 -0.507
H 3.153 -0.314 -1.132 -0.245 0.360 0.886
H 1.880 0.916 -1.659 0.454 -1.237 1.148
H 1.843 -0.719 -2.047 -0.967 -1.396 -1.249
H 0.858 0.031 2.112 0.010 -0.168 0.021
H 1.332 1.399 1.168 0.121 -0.527 -0.191
H 2.631 0.185 1.651 -2.459 -0.065 -1.173
H 1.286 -1.507 0.194 -0.571 -0.056 -0.029
```
Forces are in eV/Å.

In elementary charge units, the Mulliken charges are:
1 C -0.47
2 C 0.65
3 C -1.01
4 C 0.40
5 C -1.45
6 C -1.38
7 C 0.91
8 N -0.05
9 O -0.42
10 O -0.71
11 H 0.25
12 H 0.37
13 H 0.31
14 H 0.47
15 H 0.34
16 H 0.33
17 H 0.28
18 H 0.20


[6]
ORCA calculation (the ωB97M-V functional and the def2-TZVPD basis) on C58H49F3N10O4PPbSb as an isolated structure.

Results
ΔE to the lowest compared entry with this formula, charge and spin	11.53	kcal/mol
LUMO energy	-5.1	eV
frontier orbital gap	6.22	eV
net charge	+2
spin multiplicity	1
E	-4161.63183	Ha

Structure (XYZ):
```
127
Properties=species:S:1:pos:R:3:forces:R:3
Pb 0.126 0.215 0.265 -0.176 0.080 -0.483
C 4.254 4.779 -4.213 -0.065 -0.032 0.068
C 3.198 4.071 -3.403 0.030 0.079 -0.013
C 1.899 4.563 -3.297 0.006 0.015 0.043
C 0.957 3.911 -2.539 -0.020 0.031 -0.044
C 1.195 2.696 -1.852 -0.193 -0.012 0.108
N 0.168 2.080 -1.145 0.391 -0.099 -0.028
C -1.141 2.529 -1.361 -0.041 -0.066 0.043
C -1.713 2.617 -2.637 -0.045 -0.050 -0.027
C -3.024 3.010 -2.832 -0.003 -0.042 -0.010
C -3.866 3.281 -1.756 -0.026 0.023 0.001
C -5.313 3.645 -1.949 0.049 -0.021 0.017
C -3.319 3.192 -0.485 -0.039 0.012 0.013
C -1.982 2.863 -0.289 0.079 -0.024 0.066
N -1.475 2.975 1.047 -0.007 -0.002 -0.104
C -1.723 3.986 1.902 0.034 0.058 0.020
C -1.115 3.689 3.100 0.008 -0.013 0.003
C -0.502 2.454 2.884 0.017 -0.016 0.003
N -0.723 2.025 1.645 -0.163 0.027 0.027
C 2.533 2.255 -1.906 0.187 0.118 0.180
C 3.484 2.942 -2.669 0.075 0.135 0.205
N 3.057 1.147 -1.144 -0.095 0.002 -0.149
C 4.252 0.543 -1.331 0.029 -0.100 0.012
C 4.492 -0.292 -0.265 -0.002 -0.014 0.011
C 3.369 -0.140 0.547 -0.045 -0.041 0.021
N 2.508 0.723 0.011 0.138 0.154 0.153
H 3.848 5.134 -5.160 0.008 0.002 -0.022
H 5.097 4.122 -4.428 0.016 0.003 -0.005
H 4.643 5.649 -3.681 -0.011 -0.005 0.001
H 1.634 5.494 -3.786 -0.024 -0.014 -0.013
H -0.021 4.358 -2.443 0.014 0.022 -0.037
H -1.078 2.406 -3.490 -0.041 0.027 0.077
H -3.409 3.094 -3.843 -0.004 0.000 0.000
H -5.532 3.848 -2.997 0.000 -0.001 -0.003
H -5.578 4.531 -1.373 -0.005 0.004 -0.008
H -5.967 2.836 -1.615 0.003 -0.002 -0.007
H -3.940 3.398 0.380 0.022 -0.010 0.007
H -2.291 4.847 1.595 -0.017 -0.023 -0.030
H -1.107 4.286 3.994 0.006 -0.006 -0.002
H 0.087 1.858 3.561 0.000 0.001 0.019
H 4.513 2.610 -2.659 -0.002 -0.023 0.025
H 4.870 0.733 -2.188 -0.023 0.062 0.033
H 5.363 -0.901 -0.102 -0.011 -0.006 0.017
H 3.132 -0.604 1.492 0.010 -0.032 -0.008
O -3.401 -0.088 -1.446 0.000 0.070 -0.072
C -2.882 -0.262 -2.485 0.113 -0.004 -0.092
O -1.495 -0.687 -2.535 -0.327 -0.094 0.226
C -3.398 -0.177 -3.871 -0.023 -0.035 0.074
C -4.695 0.175 -4.205 -0.040 0.024 0.040
C -5.044 0.167 -5.547 0.006 0.006 -0.038
C -4.120 -0.192 -6.528 0.024 -0.005 0.017
C -2.821 -0.550 -6.189 -0.019 0.038 0.021
C -2.476 -0.528 -4.847 0.069 0.012 -0.003
P -0.979 -1.005 -4.014 0.110 0.087 -0.174
C 0.431 -0.036 -4.424 0.022 -0.059 -0.110
C 1.695 -0.434 -3.972 -0.022 0.056 -0.004
C 2.806 0.301 -4.340 -0.087 -0.102 -0.148
C 2.658 1.431 -5.138 -0.009 -0.039 -0.140
C 1.403 1.839 -5.568 0.001 -0.013 0.017
C 0.283 1.102 -5.220 0.083 -0.043 0.044
C -0.689 -2.745 -4.190 -0.002 -0.033 0.057
C -1.568 -3.620 -3.546 0.026 0.014 0.012
C -1.486 -4.977 -3.802 -0.010 0.010 0.070
C -0.538 -5.461 -4.696 0.018 0.016 -0.026
C 0.332 -4.591 -5.339 -0.002 0.004 0.008
C 0.259 -3.228 -5.095 -0.043 0.009 0.040
H -5.403 0.447 -3.433 0.006 -0.015 -0.004
H -6.050 0.436 -5.838 0.003 -0.003 -0.007
H -4.419 -0.199 -7.567 -0.013 0.009 0.002
H -2.107 -0.840 -6.949 -0.022 0.005 -0.014
H 1.797 -1.301 -3.330 0.030 -0.055 -0.019
H 3.790 -0.005 -4.011 -0.063 -0.014 -0.039
H 3.530 2.004 -5.425 -0.025 -0.044 -0.020
H 1.299 2.728 -6.174 0.001 -0.004 -0.006
H -0.698 1.411 -5.560 0.008 -0.021 -0.048
H -2.314 -3.243 -2.855 0.007 -0.018 0.010
H -2.171 -5.656 -3.312 0.001 -0.008 -0.005
H -0.486 -6.521 -4.904 0.001 0.001 0.006
H 1.061 -4.971 -6.043 -0.001 -0.007 0.005
H 0.926 -2.553 -5.613 0.014 0.040 0.002
N 1.474 -3.319 -0.701 -0.035 0.035 0.147
N 0.500 -4.313 -0.531 0.021 -0.147 -0.164
C -0.743 -4.008 -0.106 0.021 -0.059 0.140
N -1.585 -5.027 0.085 0.040 -0.070 -0.064
N -0.974 -2.720 0.131 0.120 -0.112 -0.098
N -2.232 -2.351 0.482 -0.037 0.246 -0.145
O -2.319 -1.199 0.871 -0.142 0.098 0.266
O -3.206 -3.086 0.363 -0.154 0.030 0.056
H 2.119 -3.638 -1.413 -0.022 0.031 -0.017
H 1.982 -3.196 0.172 0.073 -0.046 0.018
H 0.795 -5.277 -0.472 0.025 0.038 0.109
H -1.285 -5.980 -0.021 0.048 -0.005 -0.022
H -2.537 -4.806 0.341 0.059 -0.036 -0.018
F 3.147 -0.591 8.811 -0.017 -0.003 -0.025
C 2.510 -0.779 7.649 0.017 0.003 0.043
C 1.915 -2.004 7.407 -0.020 -0.049 -0.017
C 1.261 -2.195 6.201 -0.015 0.045 0.017
C 1.196 -1.175 5.252 0.048 0.041 -0.101
C 1.815 0.041 5.530 0.008 -0.031 -0.004
C 2.477 0.252 6.733 -0.013 0.029 -0.040
Sb 0.160 -1.462 3.404 0.122 -0.072 0.427
C 0.947 -3.439 3.127 0.013 0.036 -0.042
C 2.338 -3.516 3.012 -0.002 -0.052 0.024
C 2.986 -4.728 2.815 -0.009 0.038 -0.043
C 2.217 -5.875 2.739 0.024 -0.012 0.011
F 2.827 -7.053 2.544 -0.011 0.018 0.002
C 0.843 -5.846 2.866 -0.042 0.003 -0.027
C 0.214 -4.620 3.055 -0.036 0.064 -0.139
C -1.783 -1.809 4.195 -0.010 -0.038 -0.186
C -2.135 -2.914 4.968 0.013 0.099 0.128
C -3.427 -3.061 5.451 0.082 -0.039 0.010
C -4.357 -2.084 5.153 -0.041 0.036 0.003
F -5.610 -2.226 5.603 0.031 0.008 0.007
C -4.038 -0.961 4.414 -0.018 0.023 -0.004
C -2.746 -0.835 3.931 0.012 -0.055 -0.034
H 1.971 -2.783 8.155 0.004 0.004 0.000
H 0.801 -3.157 6.006 0.019 -0.009 0.008
H 1.802 0.845 4.803 -0.009 0.014 -0.012
H 2.960 1.191 6.965 0.005 -0.005 -0.004
H 2.944 -2.620 3.118 0.006 -0.003 -0.007
H 4.063 -4.797 2.745 -0.003 -0.004 0.003
H 0.284 -6.773 2.837 0.000 0.002 -0.002
H -0.865 -4.603 3.134 -0.064 0.034 0.059
H -1.397 -3.654 5.248 0.023 -0.081 -0.080
H -3.714 -3.905 6.063 -0.007 0.000 -0.015
H -4.795 -0.212 4.225 -0.005 -0.013 -0.014
H -2.495 0.035 3.334 -0.016 -0.021 -0.014
```
Forces are in eV/Å.

Atom charges from the Mulliken analysis, given in e for atoms 1 to 99:
1 Pb 2.81
2 C -1.91
3 C 0.65
4 C -1.56
5 C 0.00
6 C 0.24
7 N 0.08
8 C 0.07
9 C 0.30
10 C -0.70
11 C 0.51
12 C -1.92
13 C -0.62
14 C -0.37
15 N 0.47
16 C -0.08
17 C -1.46
18 C -0.65
19 N 0.45
20 C -0.46
21 C -0.36
22 N 0.75
23 C 0.08
24 C -1.49
25 C -0.59
26 N -0.78
27 H 0.40
28 H 0.39
29 H 0.41
30 H 0.44
31 H 0.72
32 H 0.51
33 H 0.40
34 H 0.38
35 H 0.48
36 H 0.32
37 H 0.65
38 H 0.53
39 H 0.50
40 H 0.43
41 H 0.55
42 H 0.39
43 H 0.53
44 H 0.65
45 O -0.52
46 C 0.54
47 O 0.51
48 C -0.55
49 C -0.33
50 C -0.69
51 C -0.84
52 C -0.50
53 C 0.32
54 P 1.40
55 C 0.69
56 C -0.67
57 C -0.59
58 C -0.59
59 C -1.15
60 C -0.52
61 C 0.90
62 C -0.77
63 C -0.67
64 C -0.63
65 C -0.81
66 C -0.49
67 H 0.60
68 H 0.50
69 H 0.48
70 H 0.57
71 H 0.53
72 H 0.65
73 H 0.54
74 H 0.44
75 H 0.45
76 H 0.18
77 H 0.50
78 H 0.46
79 H 0.48
80 H 0.45
81 N -0.30
82 N -0.06
83 C -0.24
84 N -0.19
85 N 0.26
86 N 0.84
87 O -0.36
88 O -0.87
89 H 0.32
90 H 0.05
91 H 0.23
92 H 0.19
93 H 0.22
94 F -0.32
95 C 0.24
96 C -0.73
97 C -0.22
98 C 0.65
99 C -0.53


[7]
ORCA calculation (the ωB97M-V functional and the def2-TZVPD basis) on one molecule with the formula C3H5NO2S.

Results
ΔE to the lowest compared entry with this formula, charge and spin	51.34	kcal/mol
LUMO energy (alpha / beta)	-0.2 / -0.2	eV
frontier orbital gap (alpha / beta)	8.18 / 8.18	eV
net charge	0
spin multiplicity	1
E	-720.66467	Ha

Structure (XYZ):
```
12
Properties=species:S:1:pos:R:3:forces:R:3
C -2.475 -0.450 0.427 -4.045 1.846 -1.821
C -0.396 1.017 0.090 -0.800 -0.681 -0.344
C 0.958 0.608 -0.435 -1.414 4.210 -3.469
N -1.168 -0.163 0.200 -0.243 -0.778 0.790
O -5.045 -0.371 0.147 -1.203 -0.653 0.362
O -0.799 2.124 0.340 0.192 -0.611 -0.393
S -3.829 0.252 -0.348 3.174 0.042 0.821
H -2.825 -1.335 0.951 0.661 -0.037 0.384
H -0.710 -0.973 0.552 1.424 -0.229 -0.290
H 1.524 1.514 -0.213 0.871 -0.652 -0.075
H 0.927 0.465 -1.614 -0.157 0.439 2.443
H 1.226 -0.276 -0.046 1.540 -2.897 1.592
```
Forces are in eV/Å.

In elementary charge units, the Mulliken charges are:
1 C -0.19
2 C 0.59
3 C -0.99
4 N -0.15
5 O -0.52
6 O -0.51
7 S 0.33
8 H 0.26
9 H 0.26
10 H 0.31
11 H 0.23
12 H 0.38


- Which formula does entry 3 have?
  C20H17IIrN3OS3


- Look up the ΔE to the lowest compared entry with this formula, charge and spin of the third one.
  4.38 kcal/mol